Density functional theory data (ωB97M-V/def2-TZVPD) for a cluster of 2 separate species, C17H15F8IN2O3P2S2 in total.

Cartesian coordinates (Å):
I  -6.6211  3.0539  0.2315
S  -4.3525  -4.5582  1.8129
S  -0.0003  -1.2890  -0.4849
P  -2.8757  3.6827  -2.0594
P  -5.9615  1.7446  -1.7963
F  6.3735  3.2675  -0.7816
F  3.0856  -1.6499  1.0603
F  5.9561  3.1530  1.9959
F  3.5557  0.4614  1.0920
F  4.4550  -1.9942  -1.2907
F  5.7076  -1.2541  0.3219
F  5.9433  0.9839  1.8928
F  4.5124  2.3303  -0.2298
O  -7.1381  0.4604  -1.8077
O  6.2362  1.0704  -0.9594
O  -4.3570  4.5156  -1.8868
N  -1.8376  4.4000  -0.7836
N  -2.7877  -2.6870  -0.4770
C  -2.0266  -2.9351  0.7574
C  -1.5694  -0.3678  -0.9111
C  4.6984  -0.8984  -0.5117
C  -2.8733  -1.2580  -0.8278
C  3.4195  -0.5961  0.2697
C  -2.9887  1.8622  -1.5891
C  5.1924  0.2185  -1.4526
C  -1.8370  -4.0400  3.2024
C  -4.2089  -0.5416  -1.1248
C  -1.6201  1.1333  -1.2790
C  6.3816  2.0956  1.2628
C  -0.3871  -3.4576  3.3479
C  -4.2652  0.9891  -1.4868
C  -2.6732  -3.8036  1.8880
C  5.8492  2.1784  -0.1719
C  0.2818  -2.5834  2.2260
C  -0.5773  -2.3429  0.9501
H  -4.3957  -5.6028  0.8996
H  -4.9422  4.3587  -2.6712
H  -2.2450  5.3551  -0.6635
H  1.3174  -2.1243  2.3225
H  7.4738  2.0812  1.2736
H  -0.6327  1.7271  -1.3237
H  5.6519  -0.2885  -2.3062
H  -7.8727  0.7806  -1.2221
H  -2.3280  -4.6482  4.0447
H  0.1692  -3.6870  4.3248
H  4.3703  0.7941  -1.8854
H  -3.7058  -3.1514  -0.4803
H  -5.2014  -1.0998  -1.0663
H  -0.9287  4.5686  -1.2429
H  2.5795  -0.4075  -0.4031

Cartesian forces, eV/Å:
I 0.162 -0.605 -0.043
S 0.575 0.595 -0.161
S -1.813 -0.008 0.838
P 0.528 0.242 -1.230
P -0.325 -0.508 -0.825
F 0.172 -0.096 0.495
F 0.257 -0.201 -0.230
F -0.058 0.079 -0.417
F 0.093 -0.077 -0.047
F -0.383 0.279 0.026
F -0.302 0.127 0.042
F 0.049 0.079 -0.312
F 0.206 0.303 0.399
O 1.108 1.670 1.213
O -0.869 0.353 1.203
O 0.794 -1.275 0.108
N -1.413 0.490 -0.886
N 1.117 2.154 1.358
C 1.037 -0.992 2.754
C -2.966 0.802 -0.217
C 0.933 0.003 0.118
C -0.589 3.778 -1.086
C -0.605 -0.128 0.210
C -0.168 -4.199 2.141
C 0.420 0.130 -0.776
C 1.618 1.912 -2.921
C 2.965 1.463 0.015
C -2.504 -1.899 0.280
C 0.320 -0.101 0.746
C -1.975 0.497 -2.520
C 2.625 -2.289 1.278
C 4.197 0.907 0.538
C -0.211 -0.611 -1.781
C -4.531 -1.645 -0.451
C -1.752 -1.352 1.875
H 0.897 0.832 0.497
H 0.933 0.089 0.837
H 0.414 -0.883 0.199
H -1.724 -0.798 -0.131
H -0.024 0.054 -0.234
H -1.818 -1.120 0.160
H 0.055 -0.072 0.286
H 0.826 -0.527 -0.677
H 0.995 1.059 -1.503
H -0.879 0.493 -1.772
H -0.042 -0.055 0.342
H 0.581 0.380 0.235
H 1.579 0.821 -0.070
H -0.626 -0.130 0.207
H 0.120 -0.019 -0.111

## Properties
Frontier orbital gap ... 7.03 eV
Charge ... 0
Maximum force ... 4.842 eV/Å
LUMO ... -0.83 eV
Highest occupied orbital energy ... -7.9 eV
SMILES ... NP(O)c1cc2c(cc1P(O)I)Nc1c(S)cccc1S2.FC(F)C(F)(F)COC(F)(F)C(F)F

Results of the natural (NBO) charge analysis, in e, for atoms 1 through 8:
1 I -0.1583
2 S -0.0336
3 S 0.2444
4 P 1.1986
5 P 0.9367
6 F -0.3184
7 F -0.3323
8 F -0.3201

Density functional theory data (ωB97M-V/def2-TZVPD) for a cluster of 2 separate species, C5H8ClNO2 in total.

Cartesian coordinates (Å):
Cl  1.9911  -1.8951  -0.1076
O  2.8104  0.3563  -2.2410
O  2.1707  2.0012  -0.7633
N  2.3449  0.5866  -1.1117
C  -2.9359  -1.5748  -0.5187
C  1.1210  0.5549  0.9754
C  -1.7997  -0.5550  -0.4766
C  1.8451  -0.0978  -0.1222
C  -1.7851  -1.5156  0.4337
H  1.8500  1.0604  1.6083
H  0.6203  -0.0918  1.6094
H  -3.8713  -1.1585  -0.2693
H  -1.4525  0.4299  -0.7533
H  -2.9822  -2.1837  -1.4319
H  0.4180  1.3703  0.7049
H  2.5004  2.3468  -1.6347
H  -1.2736  -1.8664  1.2357

Cartesian forces, eV/Å:
Cl -0.064 2.064 -0.351
O -0.016 -0.127 1.055
O 0.900 -0.478 -2.102
N -0.971 0.481 0.790
C 0.999 0.703 -1.516
C 0.653 2.226 0.175
C -0.239 -1.495 2.016
C 0.169 -1.954 -1.116
C -0.744 2.674 -3.785
H 0.164 0.122 0.148
H -0.924 -1.665 0.878
H -1.275 0.010 0.671
H 0.021 -0.335 -0.222
H 0.183 -0.315 0.619
H 0.445 -0.705 -0.386
H -0.351 0.038 0.934
H 1.050 -1.244 2.193

## Properties
Frontier orbital gap ... 9.84 eV
Charge ... 0
Energy relative to the best compared isomer or geometry (same formula, charge and spin) ... 668.7 kJ/mol
Maximum force ... 4.694 eV/Å
LUMO ... 0.71 eV
Highest occupied orbital energy ... -9.1 eV
SMILES ... C/C(Cl)=[N+](/[O-])O.C1=CC1

Results of the natural (NBO) charge analysis, in e, for atoms 1 through 8:
1 Cl 0.0122
2 O -0.4727
3 O -0.5746
4 N 0.3152
5 C -0.4197
6 C -0.6747
7 C -0.1827
8 C 0.1704

Density functional theory data (ωB97M-V/def2-TZVPD) for the molecule C5H8O2.

Cartesian coordinates (Å):
O  -1.9771  1.0266  -0.6008
O  3.0796  0.4276  0.3919
C  1.9007  0.2310  0.2767
C  -0.0509  -0.4352  -0.2181
C  0.8328  0.7371  -0.6915
C  0.9242  -0.7334  0.9599
C  -1.5259  -0.1452  0.0582
H  0.0799  -1.2627  -0.9367
H  1.0910  0.7164  -1.7522
H  -1.6725  -0.0419  1.1342
H  -2.1481  -0.9797  -0.2839
H  -2.8782  0.8792  -0.9112
H  1.2734  -1.7680  1.0503
H  0.4464  1.7317  -0.4345
H  0.6248  -0.3835  1.9578

Cartesian forces, eV/Å:
O -0.004 0.228 -0.272
O -0.540 -0.070 -0.033
C 0.504 0.109 0.058
C -0.118 -0.394 -0.259
C 0.085 0.140 -0.118
C 0.096 -0.093 0.070
C -0.165 -0.516 0.018
H -0.344 0.343 0.167
H 0.117 0.178 0.137
H -0.046 0.075 0.157
H 0.191 -0.116 0.208
H 0.253 0.082 0.107
H -0.006 0.222 0.020
H 0.082 -0.239 0.027
H -0.109 0.052 -0.287

## Properties
Frontier orbital gap ... 10.20 eV
Charge ... 0
Energy relative to the best compared isomer or geometry (same formula, charge and spin) ... 133.2 kJ/mol
Maximum force ... 0.545 eV/Å
LUMO ... 0.70 eV
Highest occupied orbital energy ... -9.5 eV
SMILES ... O=C1CC(CO)C1

Results of the natural (NBO) charge analysis, in e, for atoms 1 through 8:
1 O -0.7261
2 O -0.5125
3 C 0.6159
4 C -0.2361
5 C -0.5193
6 C -0.5232
7 C -0.0576
8 H 0.2042

Density functional theory data (ωB97M-V/def2-TZVPD) for the molecule C5H6O2.

Cartesian coordinates (Å):
O  1.3123  -1.0216  -0.2321
O  -1.5554  0.7660  -0.8075
C  0.0203  -1.1055  -0.9551
C  -0.8910  1.2318  0.1277
C  1.2396  -0.2862  1.0488
C  0.2056  0.8798  0.9075
C  -1.0417  -0.4086  -1.2885
H  0.7242  -1.0062  1.7966
H  -0.1861  -2.2100  -1.3557
H  2.2256  0.1574  1.3099
H  0.7816  1.6265  1.4949
H  -1.1318  2.2254  0.1605
H  -1.7033  -0.8489  -2.2071

Cartesian forces, eV/Å:
O -2.957 0.389 -0.544
O -1.924 -4.010 -4.748
C 2.950 -4.062 0.469
C 6.130 2.161 5.930
C -3.775 -0.654 -1.200
C 1.088 -0.009 -0.549
C -2.937 -0.728 -2.676
H 1.675 0.979 -0.743
H 1.398 2.518 0.611
H -0.690 -0.878 -0.184
H -1.836 0.540 -0.378
H -0.628 2.679 1.171
H 1.505 1.075 2.842

## Properties
Frontier orbital gap ... 9.42 eV
Charge ... 0
Energy relative to the best compared isomer or geometry (same formula, charge and spin) ... 461.1 kJ/mol
Maximum force ... 8.798 eV/Å
LUMO ... 0.70 eV
Highest occupied orbital energy ... -8.7 eV
SMILES ... C1=COC=COC1

Results of the natural (NBO) charge analysis, in e, for atoms 1 through 8:
1 O -0.5208
2 O -0.4341
3 C 0.0251
4 C 0.1624
5 C -0.0965
6 C -0.3872
7 C 0.0093
8 H 0.1979

Density functional theory data (ωB97M-V/def2-TZVPD) for a structure of composition C18H9AuCl5I2NO2.

Cartesian coordinates (Å):
Au  1.2405  -0.5845  1.0868
I  1.1809  2.6951  -0.5297
I  1.8474  -3.0286  1.8614
Cl  -1.4164  3.3934  4.0776
Cl  3.9544  3.1490  4.4550
Cl  1.2472  4.3978  5.3453
Cl  3.9665  0.7572  2.4391
Cl  -1.3523  0.9087  2.1629
O  -0.4193  -1.3222  -0.1328
O  -1.0504  0.4935  -1.2859
N  2.2125  -0.0223  -1.0217
C  2.4805  2.5201  3.8621
C  1.2658  3.0922  4.2390
C  3.0711  0.3222  -3.6147
C  -1.2127  -0.5981  -0.7819
C  -4.7050  -1.4518  -2.0066
C  1.2984  0.9428  2.4765
C  2.0805  1.1466  -1.6201
C  3.1885  -0.9148  -2.9943
C  2.7459  -1.0363  -1.6914
C  -4.9721  -2.6035  -1.2815
C  -3.5026  -0.7807  -1.8381
C  -4.0649  -3.0602  -0.3396
C  0.0995  1.5285  2.8423
C  -2.5818  -1.2852  -0.9328
C  -2.8650  -2.3971  -0.1561
C  2.5068  1.3790  -2.9196
C  2.4852  1.4503  2.9679
C  0.0651  2.6196  3.7073
H  -4.2680  -3.9381  0.2552
H  3.6061  -1.7684  -3.5051
H  -5.8901  -3.1517  -1.4423
H  2.8106  -1.9736  -1.1552
H  -5.4355  -1.0744  -2.7088
H  2.3900  2.3532  -3.3704
H  -3.2743  0.1176  -2.3933
H  3.4130  0.4616  -4.6289
H  -2.1459  -2.7369  0.5724

Cartesian forces, eV/Å:
Au -1.624 0.967 -0.612
I 0.245 -0.258 -0.164
I -0.107 0.780 0.561
Cl -0.044 -0.090 0.021
Cl 0.148 0.050 0.104
Cl 0.005 0.110 0.061
Cl 0.127 0.016 0.057
Cl -0.104 -0.061 -0.012
O 1.987 -1.408 1.014
O 0.702 0.920 -0.273
N -0.227 0.595 0.391
C -0.147 -0.030 -0.181
C -0.015 0.017 -0.046
C -0.037 -0.065 0.165
C -2.396 -0.387 -0.974
C -0.039 0.095 -0.134
C 1.179 -0.873 0.410
C -0.127 0.542 -0.025
C -0.054 0.145 0.021
C 0.159 -0.321 -0.152
C -0.122 -0.072 0.046
C -0.211 -0.289 0.148
C 0.096 -0.080 0.107
C -0.239 -0.389 -0.202
C 0.781 0.574 0.147
C -0.260 -0.030 -0.196
C 0.000 -0.052 -0.028
C 0.097 -0.139 0.004
C 0.332 -0.042 -0.089
H -0.163 -0.111 -0.001
H 0.032 -0.028 -0.009
H -0.104 0.054 -0.009
H 0.007 -0.084 0.028
H -0.043 -0.026 -0.071
H -0.011 -0.015 0.016
H 0.081 0.008 -0.008
H 0.010 0.019 -0.093
H 0.086 -0.041 -0.022

## Properties
Frontier orbital gap (spin up / spin down) ... 5.10 / 5.10 eV
Charge ... 0
Energy relative to the best compared isomer or geometry (same formula, charge and spin) ... 243.2 kJ/mol
Maximum force ... 2.638 eV/Å
LUMO (spin up / spin down) ... -3.75 / -3.75 eV
Highest occupied orbital energy (spin up / spin down) ... -8.9 / -8.9 eV

Results of the natural (NBO) charge analysis, in e, for atoms 1 through 8:
1 Au 1.1099
2 I 0.2439
3 I -0.2056
4 Cl 0.0844
5 Cl 0.0799
6 Cl 0.0780
7 Cl 0.0651
8 Cl 0.0781

Density functional theory data (ωB97M-V/def2-TZVPD) for a structure of composition C39H46CoOP2.

Cartesian coordinates (Å):
Co  1.5128  -0.6961  0.9400
P  1.5217  0.4309  -2.5483
P  -0.0301  -1.7319  -2.2501
O  0.7441  -0.3971  2.8259
C  -0.6474  -4.5081  -5.9301
C  1.0031  3.0679  -1.6576
C  -0.8379  -1.8719  0.2401
C  3.5374  1.9680  -5.8987
C  2.2394  0.6835  -4.2882
C  1.9094  -0.2271  -5.3122
C  -0.2192  0.7675  -3.0595
C  -0.3229  -1.0293  4.9561
C  -3.5355  0.4648  3.0438
C  -0.3410  -2.8011  -3.7410
C  1.3923  4.2620  -1.0559
C  -3.4537  0.3997  4.3879
C  -3.3459  1.6669  2.1524
C  3.5667  3.3211  -0.5659
C  0.5737  -3.8542  -3.9449
C  -1.5205  -2.2999  1.3709
C  -1.3194  2.9160  3.0059
C  0.4166  -4.7050  -5.0400
C  -2.1548  -3.3784  -1.1469
C  -1.4016  -2.6089  -4.6362
C  3.2296  1.0412  -6.9040
C  -3.4750  1.5282  5.3695
C  -1.1149  -2.4647  -1.0015
C  2.3948  -0.0464  -6.6100
C  1.0755  0.9618  4.8211
C  -3.2291  2.9130  4.7613
C  3.0336  1.7893  -4.6032
C  2.1268  -1.2543  4.6211
C  -1.5544  -3.4689  -5.7273
C  -1.9011  2.1100  1.8871
C  1.9057  2.0039  -1.7354
C  -1.8532  3.1600  4.2297
C  -2.5111  -3.2829  1.2494
C  3.1937  2.1249  -1.1764
C  0.8928  -0.4369  4.2288
C  2.6674  4.3938  -0.5065
C  -1.0345  -0.2724  -2.7533
C  3.4283  -1.5712  1.2729
C  -2.9019  -3.7141  -0.0205
H  3.2547  2.5444  -3.8530
H  -4.4589  1.5590  5.8818
H  0.2381  1.6344  4.5769
H  -2.1293  -0.3040  -2.7600
H  -1.2191  3.6941  4.9398
H  0.0054  2.9767  -2.0837
H  -3.7060  -0.4764  2.4962
H  -0.4078  -2.1131  4.7760
H  2.0215  1.3903  4.4600
H  -2.7586  1.3567  6.1952
H  1.1290  -5.5191  -5.1926
H  -1.2646  -1.8101  2.3047
H  -3.4480  -0.5830  4.8680
H  -0.4011  3.4562  2.7272
H  -2.0973  -1.7870  -4.4842
H  -1.9087  2.7399  0.9708
H  3.5902  -2.1690  2.1990
H  4.1633  2.8243  -6.1285
H  3.0323  -0.8346  4.1603
H  -3.8042  -4.3121  -0.1259
H  4.5615  3.4185  -0.1377
H  2.1268  -0.7489  -7.4011
H  -2.3838  -3.3150  -6.4110
H  -0.4949  1.6946  -3.5728
H  -0.7648  -5.1747  -6.7810
H  2.2718  -1.2304  5.7119
H  2.9578  5.3272  -0.0266
H  0.6826  5.0865  -1.0243
H  -2.9680  -3.6808  2.1494
H  -3.8958  2.5437  2.5146
H  -3.3968  3.6697  5.5709
H  3.6318  1.1680  -7.9141
H  1.2486  -1.0699  -5.1095
H  2.0069  -2.3098  4.3452
H  -2.3960  -3.8139  -2.1229
H  1.1494  0.9188  5.9215
H  3.9687  -0.6052  1.3458
H  1.4026  -3.9891  -3.2367
H  -1.2718  1.2286  1.6316
H  3.7110  -2.1632  0.3774
H  -3.9973  3.1476  4.0078
H  3.8893  1.2829  -1.2256
H  -1.2671  -0.5201  4.7133
H  -0.2048  -0.9471  6.0455
H  -0.2529  -0.9109  0.2646
H  -3.8058  1.3718  1.1858

Cartesian forces, eV/Å:
Co 1.042 -0.766 3.302
P 0.938 1.583 -1.583
P -1.562 -1.707 -1.065
O -0.206 -0.212 -1.496
C 0.172 -0.016 0.224
C 0.385 0.144 0.112
C -1.032 -0.245 0.124
C -0.321 -0.609 -0.102
C -0.099 0.150 0.168
C 0.146 0.218 0.058
C -0.399 -1.279 0.474
C -0.344 -0.593 0.030
C 0.403 -0.371 0.921
C 0.170 -0.119 0.265
C -0.020 -0.043 0.107
C -0.519 -0.206 -0.673
C -0.899 -0.145 -0.902
C -0.157 0.058 -0.047
C -0.355 0.221 -0.114
C 0.222 0.190 0.048
C -0.334 0.553 0.835
C -0.089 0.110 0.079
C 0.005 0.130 0.163
C 0.364 -0.355 -0.035
C -0.069 0.048 0.293
C 0.104 0.429 0.356
C 0.211 0.550 0.068
C 0.203 0.288 0.170
C 0.249 0.619 0.042
C -0.713 0.603 0.843
C 0.146 -0.004 -0.387
C 0.183 -0.174 0.261
C 0.177 0.113 0.237
C -0.332 -0.046 -0.491
C 0.338 0.454 -0.111
C 0.954 0.288 -1.273
C 0.273 0.467 -0.223
C -0.449 0.336 0.090
C 0.392 0.203 0.184
C 0.014 -0.242 -0.091
C 0.958 0.615 0.334
C -0.913 0.332 -0.658
C 0.080 -0.288 0.346
H 0.007 -0.181 -0.043
H 0.299 -0.197 -0.322
H 0.400 -0.365 -0.059
H 0.342 0.161 -0.390
H -0.004 0.089 -0.311
H 0.279 0.110 0.193
H 0.397 0.344 0.361
H -0.162 0.263 -0.259
H -0.259 0.086 -0.053
H -0.073 -0.041 -0.396
H -0.268 0.247 -0.024
H -0.077 -0.241 0.151
H -0.297 0.116 -0.304
H -0.038 -0.658 0.513
H 0.092 -0.201 -0.093
H 0.042 -0.252 0.387
H -0.507 0.554 -0.710
H -0.074 -0.065 0.068
H -0.265 -0.195 0.001
H 0.310 -0.198 0.034
H -0.172 0.011 -0.046
H 0.059 0.149 0.283
H 0.122 -0.072 0.022
H -0.119 -0.314 0.311
H 0.010 0.122 0.127
H -0.048 0.036 -0.206
H -0.034 -0.221 -0.117
H 0.195 -0.086 0.080
H -0.230 0.194 -0.166
H 0.075 -0.501 -0.571
H 0.150 -0.590 -0.543
H -0.188 -0.024 0.390
H 0.154 0.124 0.002
H 0.097 0.216 -0.176
H 0.117 0.300 0.342
H -0.019 -0.084 -0.338
H 0.179 -0.617 -0.131
H -0.350 0.037 -0.364
H -0.111 0.455 0.408
H 0.160 0.516 0.518
H 0.326 -0.117 0.676
H -0.181 0.231 0.010
H 0.467 -0.190 -0.211
H 0.162 0.116 -0.191
H -0.539 -0.713 -0.087
H 0.259 0.358 0.355

## Properties
Frontier orbital gap (spin up / spin down) ... 7.45 / 7.25 eV
Multiplicity ... 4
Charge ... 0
Energy relative to the best compared isomer or geometry (same formula, charge and spin) ... 124.5 kJ/mol
Maximum force ... 3.546 eV/Å
LUMO (spin up / spin down) ... -0.05 / -0.25 eV
Highest occupied orbital energy (spin up / spin down) ... -7.5 / -7.5 eV
<S²> ... 3.761

Results of the Löwdin charge analysis, in e, for atoms 1 through 8:
1 Co 0.7797
2 P 0.9470
3 P 0.9394
4 O -0.3143
5 C -0.0876
6 C -0.0947
7 C -0.1584
8 C -0.0825